DFT (the ωB97M-V functional and the def2-TZVPD basis) results for C17H31BBe2BrCl4FN3NaO12SSi as an isolated structure.

The value obtained for the molar mass is 822.137 g mol⁻¹. As for the charge: 0. Its electronic energy is -194609.314 eV. For the HOMO energy, the calculation gives -6.02 eV. The value obtained for the frontier orbital gap is 1.19 eV. The LUMO energy is -4.835 eV.

Each line ends with the Mulliken charge.
Geometry (Å):
Br  2.10523  2.82553  8.80095  -0.466
Cl  3.91111  6.16467  -1.40003  -0.070
Cl  1.26087  5.15167  -1.92295  -0.119
Cl  2.39154  4.95479  0.72947  -0.094
Cl  1.61254  7.52765  -0.31745  -0.097
S  5.69086  1.25144  -4.73487  1.350
Si  1.69500  0.07493  -1.49692  0.145
Na  -4.62357  -1.56135  -3.78793  0.677
F  -0.91006  1.01178  6.54947  -0.803
O  -5.15551  -0.69298  -1.05230  -0.451
O  -5.96883  -0.97535  2.52485  -0.423
O  4.54516  1.98584  -5.30648  -0.554
O  1.54212  -0.70776  2.37581  -0.564
O  3.68776  -0.80617  2.10945  -0.787
O  -7.59208  -0.29162  1.41443  -0.402
O  5.46077  -0.19928  -4.87303  -0.567
O  6.91104  1.63320  -5.45750  -0.569
O  -6.83074  -2.33397  0.99355  -0.518
O  -3.51632  -5.73312  -3.30486  -0.534
O  -5.05402  1.61676  -1.18979  -0.426
O  5.81820  1.58297  -3.30159  -0.604
N  2.70705  -0.42370  2.83920  1.743
N  -1.03299  -0.87786  -1.95187  0.074
N  -2.19336  1.58426  -1.44985  -0.311
C  -2.10577  -0.89451  -0.90457  -0.760
C  1.70205  0.37430  4.84291  -0.935
C  -4.68437  -4.40826  -1.64378  -0.464
C  -4.09558  -4.47404  -3.04602  -0.248
C  -2.80759  0.47410  -0.70354  -0.079
C  2.29876  5.95439  -0.72551  0.362
C  3.09801  1.17352  6.62722  -0.345
C  2.16913  1.35651  -0.20001  -0.855
C  4.24595  0.90069  5.85741  -0.595
C  1.82733  0.90048  6.10601  -0.476
C  4.13873  0.35759  4.59101  -0.528
C  2.74353  0.42682  -3.00177  -1.062
C  -6.80149  -1.26258  1.61050  0.861
C  -0.75512  1.52126  -1.15948  -1.238
C  2.09504  -1.70217  -0.92494  -1.124
C  2.86541  0.09995  4.08308  0.907
C  -0.15494  0.35217  -1.98390  -0.103
B  -4.37808  0.48537  -0.99645  0.515
Be  2.37207  -1.98534  1.96167  0.044
Be  1.42211  -1.64226  5.53006  0.397
H  -2.81687  -1.66806  -1.18810  0.381
H  2.96363  -0.45148  -3.59920  0.385
H  -3.91352  -4.60631  -0.90020  0.247
H  -2.69480  0.71090  0.35422  0.199
H  -5.45644  -5.16639  -1.51608  0.432
H  2.06859  2.31955  -0.69637  0.064
H  -4.50289  2.37113  -0.95301  0.332
H  1.93665  -2.45198  -1.69756  0.528
H  -0.14093  0.69491  -3.01515  0.521
H  -2.35079  1.47816  -2.44465  0.250
H  2.22789  1.19281  -3.57209  0.470
H  1.63560  -2.06976  0.01771  0.082
H  3.70009  0.79773  -2.63892  0.144
H  -5.12731  -3.42844  -1.43285  -0.048
H  5.22585  1.11208  6.26281  0.423
H  -0.22177  2.41303  -1.45465  0.298
H  0.70566  0.17559  4.45171  0.396
H  3.16668  -1.71312  -0.72416  0.419
H  -0.66706  1.27990  -0.10920  0.458
H  3.21329  1.61439  7.66034  0.320
H  -4.20518  -6.39864  -3.21652  0.339
H  1.51162  1.34899  0.65973  0.326
H  0.91122  1.09261  6.67576  0.658
H  -1.51270  -0.91872  -2.85088  0.510
H  5.02710  0.14302  4.01542  0.530
H  -3.30098  -3.72229  -3.16392  0.111
H  3.21687  1.25636  0.05848  0.532
H  -0.49391  -1.73832  -1.90472  0.392
H  -1.65083  -1.26412  0.00638  0.265
H  -4.87458  -4.28129  -3.80551  0.219
H  -5.23712  -0.89253  -1.98842  -0.083